ORCA calculation (ωB97M-V/def2-TZVPD) on an isolated molecule of C20H23NO5 in a non-equilibrium geometry.

CARTESIAN COORDINATES (ANGSTROEM)
C1 5.28 2.00 -1.78
O1 4.09 2.15 -0.97
C2 3.20 1.12 -0.97
O2 3.34 0.10 -1.59
C3 1.98 1.22 -0.13
C4 0.99 0.21 -0.33
C5 -0.20 0.19 0.42
C6 -0.37 1.22 1.37
C7 0.64 2.13 1.64
C8 1.80 2.15 0.87
O3 2.73 3.10 1.13
C9 2.33 4.45 1.01
C10 -1.68 1.24 2.13
C11 -2.91 1.08 1.19
N1 -2.59 0.11 0.11
C12 -3.06 0.38 -1.27
C13 -2.20 -0.45 -2.23
C14 -1.41 -1.24 -1.25
C15 -0.96 -2.49 -1.64
C16 -0.36 -3.47 -0.69
O4 -1.18 -4.62 -0.75
C17 -1.42 -5.04 0.58
O5 -0.63 -4.22 1.49
C18 -0.37 -2.99 0.78
C19 -1.44 -1.95 1.14
C20 -1.39 -0.74 0.15
H1 5.92 1.20 -1.33
H2 5.04 1.72 -2.81
H3 5.80 2.95 -1.77
H4 1.09 -0.57 -1.09
H5 0.43 2.94 2.37
H6 3.19 5.03 0.66
H7 1.99 4.85 1.96
H8 1.50 4.59 0.31
H9 -1.84 2.13 2.71
H10 -1.71 0.37 2.83
H11 -3.15 2.09 0.82
H12 -3.78 0.67 1.74
H13 -4.11 0.15 -1.43
H14 -2.93 1.42 -1.59
H15 -1.57 0.19 -2.84
H16 -2.79 -1.09 -2.88
H17 -1.06 -2.81 -2.66
H18 0.64 -3.67 -0.99
H19 -2.51 -5.00 0.83
H20 -1.13 -6.10 0.64
H21 0.63 -2.62 1.03
H22 -1.40 -1.66 2.18
H23 -2.42 -2.42 0.94

SMILES string: COC(=O)c1cc2c(cc1OC)CCN1CCC3=C[C@@H]4OCO[C@@H]4C[C@]321
E in eV: -32838.7764

These are the Mulliken partial charges, in e, on atoms 1 to 2: number 1, C, carries -0.66; number 2, O, carries -0.28


ORCA calculation (ωB97M-V/def2-TZVPD) on a 8-piece molecular cluster, H16O8 overall in a non-equilibrium geometry.

CARTESIAN COORDINATES (ANGSTROEM)
O1 0.28 0.90 -0.36
H1 0.11 1.65 -0.92
H2 0.78 1.19 0.49
O2 1.00 -3.53 0.93
H3 1.10 -2.65 0.77
H4 0.05 -3.74 1.08
O3 0.20 -2.13 3.30
H5 -0.66 -1.72 3.14
H6 0.47 -1.99 4.29
O4 -0.04 -1.05 0.42
H7 -0.68 -1.67 0.83
H8 -0.63 -0.36 0.23
O5 1.21 -0.62 -3.45
H9 1.99 -0.06 -3.36
H10 1.44 -1.61 -3.56
O6 -0.64 -0.52 -2.50
H11 -0.72 -1.38 -2.09
H12 -0.52 0.12 -1.89
O7 -0.58 0.66 2.41
H13 -1.39 0.64 1.96
H14 -0.74 1.54 2.84
O8 -0.32 5.33 -1.39
H15 -1.09 4.76 -1.67
H16 -0.62 6.23 -1.51

SMILES string: O.O.O.O.O.O.O.O
E in eV: -16636.0709

These are the Mulliken partial charges, in e, on atoms 1 to 2: number 1, O, carries -0.68; number 2, H, carries 0.26


Here are the calculated LUMO level numbers, same order: 0.0217 -0.0008 (hartree).
Here are the calculated energy above the lowest of the compared OMol25 structures with the same formula, charge and spin numbers, same order: 334.4 573.1 (kJ/mol).